DFT (wB97M-V/def2-TZVPD) results for a molecular structure, C38H48BGeN12O8Os at a distorted geometry.

```
109
C38H48BGeN12O8Os | the Open Molecules 2025 dataset | wB97M-V/def2-TZVPD
Os -0.180 0.276 -0.267
C -2.189 -2.596 1.746
C -0.775 -2.794 1.306
C -0.041 -3.978 1.405
C 1.249 -3.662 1.011
C 2.443 -4.552 0.985
N 1.257 -2.357 0.671
N 0.023 -1.816 0.863
B 2.482 -1.463 0.403
N 2.455 -0.312 1.421
N 1.433 0.573 1.465
C 1.703 1.450 2.435
C 0.833 2.610 2.780
C 2.920 1.113 3.029
C 3.371 -0.010 2.358
C 4.637 -0.762 2.583
N 2.461 -0.827 -1.012
N 1.698 0.268 -1.309
C 2.175 0.802 -2.452
C 1.774 2.109 -3.054
C 3.222 0.010 -2.901
C 3.377 -1.009 -1.971
C 4.385 -2.101 -1.989
H -2.816 -3.412 1.390
H -2.234 -2.604 2.837
H -2.595 -1.648 1.400
H -0.392 -4.933 1.758
H 2.187 -5.502 1.448
H 2.770 -4.748 -0.034
H 3.273 -4.107 1.532
H 3.475 -2.094 0.536
H 0.326 3.001 1.900
H 0.080 2.335 3.521
H 1.448 3.401 3.206
H 3.416 1.628 3.835
H 5.183 -0.292 3.397
H 4.444 -1.801 2.847
H 5.263 -0.748 1.690
H 1.370 2.786 -2.305
H 2.661 2.562 -3.493
H 1.046 1.985 -3.858
H 3.803 0.160 -3.795
H 5.002 -1.998 -2.878
H 5.028 -2.068 -1.109
H 3.897 -3.076 -2.016
O -4.342 -6.293 -1.513
N -3.209 -6.279 -1.954
O -2.609 -7.240 -2.392
C -2.509 -4.998 -1.955
C -1.185 -4.934 -2.375
C -0.528 -3.735 -2.392
C -1.120 -2.490 -1.934
O -0.512 -1.388 -1.966
C -2.489 -2.653 -1.499
C -3.159 -3.864 -1.540
N -3.231 -1.532 -1.038
O -4.442 -1.578 -1.053
O -2.634 -0.516 -0.646
N 0.827 -3.751 -2.913
O 1.247 -2.767 -3.484
O 1.435 -4.811 -2.843
H -0.679 -5.833 -2.699
H -4.193 -3.917 -1.231
C 2.466 6.160 1.185
C 1.035 5.839 0.856
C 0.020 5.912 1.800
C -1.294 5.603 1.478
C -1.623 5.221 0.183
N -2.952 4.945 -0.225
C -4.063 4.703 0.547
O -5.163 5.095 0.243
N -3.892 3.940 1.714
C -3.115 2.817 1.949
C -3.212 2.161 3.180
C -2.453 1.031 3.409
C -1.608 0.564 2.419
N -1.540 1.166 1.228
C -2.263 2.264 0.996
C -0.617 5.164 -0.781
C 0.689 5.464 -0.442
H 2.594 6.396 2.240
H 2.809 7.011 0.595
H 3.113 5.316 0.936
H 0.247 6.234 2.809
H -2.066 5.701 2.228
H -3.209 5.332 -1.121
H -4.694 4.037 2.320
H -3.887 2.535 3.940
H -2.505 0.506 4.352
H -0.976 -0.297 2.582
H -2.195 2.693 0.011
H -0.877 4.906 -1.802
H 1.462 5.425 -1.202
C -2.947 0.185 -3.894
Ge -2.768 1.624 -2.559
C -2.454 3.296 -3.604
C -4.444 1.886 -1.546
C -0.929 1.514 -1.726
H -3.548 0.570 -4.719
H -3.442 -0.708 -3.516
H -1.968 -0.097 -4.283
H -3.062 3.273 -4.509
H -1.410 3.399 -3.904
H -2.746 4.179 -3.035
H -5.082 2.521 -2.162
H -4.315 2.362 -0.577
H -4.937 0.928 -1.403
H -0.623 2.537 -1.477
H -0.389 1.184 -2.616
```

As for the LUMO energy (alpha / beta): -4.2417 / -7.9983 eV. Its expectation value of S² is 6.043. The energy above the lowest of the compared OMol25 structures with the same formula, charge and spin comes out at 86.0 kcal per mole. The strongest force on any atom is 2.69 eV Å⁻¹. The HOMO-LUMO gap (alpha / beta) is 0.2124 / 0.0946 Ha. The total energy comes out at -134091.6218 eV. For the HOMO energy (alpha / beta), the calculation gives -10.022 / -10.574 eV. Its net charge is +1. The spin multiplicity is 5.